Entry 1:
This record from the Open Molecules 2025 dataset describes C39H53N5P2Ti as an isolated structure in a non-equilibrium geometry. The level of theory is ωB97M-V/def2-TZVPD.

- HOMO level (spin up / spin down): -0.4404 / -0.4407 Ha
- LUMO energy (spin up / spin down): -8.7906 / -8.7730 eV
- Net charge: +2
- Energy relative to the best compared isomer or geometry (same formula, charge and spin): 0.0 kJ/mol

Last column: Löwdin charge in e.
Cartesian coordinates (Å):
Ti 1.67 -2.02 -3.07  0.88
C 2.46 -2.08 -4.90  -0.25
C 1.03 -2.05 -5.00  -0.28
C 0.24 -3.26 -5.43  -0.17
C 0.47 -4.46 -4.46  -0.16
C 0.79 -4.02 -3.06  -0.19
C 2.10 -3.95 -2.52  -0.20
C 3.35 -3.99 -3.38  -0.15
C 3.29 -3.32 -4.77  -0.16
C 0.87 -1.60 -1.07  -0.26
H 3.00 -1.16 -5.11  0.12
H 0.53 -1.10 -5.18  0.10
H 0.47 -3.58 -6.47  0.14
H -0.83 -2.98 -5.41  0.09
H -0.49 -5.01 -4.47  0.13
H 1.21 -5.17 -4.86  0.12
H -0.03 -4.20 -2.37  0.07
H 2.22 -4.19 -1.45  0.14
H 3.62 -5.04 -3.58  0.15
H 4.20 -3.58 -2.81  0.13
H 4.32 -3.03 -5.05  0.14
H 2.93 -4.02 -5.52  0.12
H 1.70 -1.19 -0.46  0.00
H 0.29 -2.36 -0.52  -0.08
H 0.23 -0.75 -1.36  -0.14
P -2.08 -2.51 -1.21  1.12
P -1.35 0.28 -2.68  1.23
N -1.66 -4.43 -0.72  -0.17
N -3.44 -2.51 -0.27  -0.35
N 2.36 -0.07 -2.83  -0.19
N -1.30 1.66 -3.61  -0.32
C -2.68 -2.26 -2.98  -0.33
C -2.47 -0.83 -3.61  -0.37
C -0.50 -4.87 -0.08  -0.19
C -0.57 -6.24 0.15  -0.08
C -1.84 -6.67 -0.33  -0.08
C -2.48 -5.55 -0.86  -0.16
C -3.30 -2.45 1.14  -0.14
C -4.45 -2.96 1.69  -0.05
C -5.33 -3.33 0.61  -0.05
C -4.69 -3.07 -0.58  -0.13
C 3.63 -0.29 -2.33  -0.24
C 4.51 0.64 -2.95  -0.09
C 3.70 1.58 -3.66  -0.07
C 2.37 1.13 -3.53  -0.17
C -1.62 1.91 -4.95  -0.09
C -1.19 3.19 -5.27  -0.01
C -0.57 3.75 -4.08  -0.02
C -0.65 2.80 -3.08  -0.16
H -3.74 -2.53 -3.08  0.07
H -2.11 -3.00 -3.58  0.07
H -2.00 -0.92 -4.61  0.08
H -3.42 -0.26 -3.70  0.11
H 0.32 -4.19 0.14  0.08
H 0.21 -6.85 0.59  0.10
H -2.23 -7.68 -0.32  0.10
H -3.45 -5.46 -1.31  0.10
H -2.36 -2.11 1.58  0.11
H -4.65 -3.07 2.75  0.11
H -6.31 -3.75 0.69  0.11
H -4.95 -3.22 -1.62  0.10
H 3.78 -1.02 -1.54  0.10
H 5.58 0.59 -2.96  0.10
H 4.00 2.47 -4.21  0.10
H 1.43 1.59 -3.81  0.07
H -2.19 1.17 -5.49  0.11
H -1.32 3.70 -6.23  0.12
H -0.15 4.74 -3.98  0.12
H -0.36 2.81 -2.03  0.09
C 0.88 3.68 3.79  -0.02
C 1.01 2.96 2.48  -0.21
C 2.28 2.64 1.98  0.13
C 2.48 2.00 0.73  -0.19
C 3.89 1.74 0.29  -0.01
C 1.36 1.66 -0.02  0.11
C 0.04 1.92 0.48  -0.20
C -0.11 2.62 1.72  0.08
N -0.98 1.39 -0.24  0.18
C -2.39 1.70 -0.02  -0.61
C -2.92 1.14 1.30  0.00
C -2.70 3.17 -0.18  0.00
C -3.22 0.97 -1.09  -0.11
H 1.47 3.18 4.57  0.10
H 1.24 4.71 3.70  0.11
H -0.17 3.71 4.12  0.09
H 3.17 2.91 2.56  0.16
H 4.32 2.61 -0.21  0.11
H 4.52 1.50 1.15  0.10
H 3.97 0.89 -0.40  0.05
H 1.44 1.21 -1.02  0.10
H -1.09 2.92 2.08  0.11
H -2.38 1.54 2.16  0.08
H -3.98 1.41 1.39  0.12
H -2.83 0.04 1.32  0.07
H -2.35 3.52 -1.15  0.08
H -3.79 3.30 -0.13  0.11
H -2.24 3.77 0.61  0.09
H -3.07 1.43 -2.10  0.07
H -3.04 -0.12 -1.04  0.04
H -4.29 1.10 -0.87  0.13



Entry 2:
This record from the Open Molecules 2025 dataset describes C39H54AsMnNS5Sb as an isolated structure. The level of theory is ωB97M-V/def2-TZVPD.

- HOMO level (spin up / spin down): -0.3624 / -0.3699 Ha
- LUMO energy (spin up / spin down): -3.8025 / -3.8912 eV
- Net charge: +1
- Multiplicity: 4
- Energy relative to the best compared isomer or geometry (same formula, charge and spin): 0.0 kJ/mol
- <S²>: 3.816

Last column: Löwdin spin population.
Cartesian coordinates (Å):
Mn 1.28 0.51 0.07  3.01
S -5.40 -0.15 2.90  0.00
C -3.91 -0.03 2.27  0.00
S -2.72 1.15 2.79  0.00
C -1.45 0.73 1.68  0.00
C -1.72 -0.34 0.89  0.00
S -0.68 -0.76 -0.44  -0.01
S -3.28 -1.11 1.06  0.00
S -0.01 1.69 1.62  -0.01
C -4.14 2.03 -3.42  0.00
C -3.70 1.44 -2.08  0.00
C -3.37 2.54 -1.07  0.00
C -4.79 0.54 -1.54  0.00
Sb -1.85 0.28 -2.40  0.02
C -2.30 -1.57 -3.48  0.00
C -3.26 -1.28 -4.63  0.00
C -1.01 -2.19 -4.01  0.00
C -2.95 -2.52 -2.47  0.00
C -0.31 1.49 -3.40  0.00
C -0.86 2.10 -4.69  0.00
C 0.10 2.60 -2.43  0.01
C 0.88 0.60 -3.71  0.00
H -5.06 2.58 -3.23  0.00
H -4.35 1.27 -4.17  0.00
H -3.42 2.74 -3.83  0.00
H -4.29 3.09 -0.85  0.00
H -2.65 3.26 -1.45  0.00
H -3.00 2.14 -0.13  0.00
H -5.67 1.16 -1.34  0.00
H -4.52 0.05 -0.61  0.00
H -5.10 -0.22 -2.27  0.00
H -2.86 -0.54 -5.33  0.00
H -4.24 -0.95 -4.28  0.00
H -3.41 -2.20 -5.19  0.00
H -0.61 -1.65 -4.86  0.00
H -1.24 -3.20 -4.35  0.00
H -0.23 -2.28 -3.25  0.00
H -3.86 -2.11 -2.03  0.00
H -2.26 -2.80 -1.67  0.00
H -3.22 -3.43 -3.01  0.00
H -1.62 2.86 -4.50  0.00
H -1.27 1.35 -5.37  0.00
H -0.04 2.60 -5.20  0.00
H -0.73 3.27 -2.18  0.00
H 0.87 3.21 -2.92  0.00
H 0.52 2.22 -1.50  0.01
H 0.68 -0.10 -4.52  0.00
H 1.24 0.05 -2.85  0.00
H 1.70 1.25 -4.04  0.00
C 6.89 -4.05 2.83  0.00
C 6.14 -2.89 2.23  0.00
C 4.78 -2.70 2.48  0.00
C 4.08 -1.63 1.94  0.00
C 2.61 -1.53 2.25  0.01
C 4.76 -0.71 1.13  -0.01
As 3.66 0.71 0.39  -0.04
N 2.78 -0.07 -0.98  0.00
C 3.22 -1.11 -1.81  0.00
C 4.50 -1.14 -2.37  0.01
C 4.88 -2.17 -3.21  0.00
C 4.00 -3.19 -3.53  0.01
C 2.73 -3.18 -2.96  0.00
C 2.35 -2.16 -2.11  0.01
C 4.73 2.28 0.00  -0.01
C 4.78 2.92 -1.24  0.00
C 4.00 2.46 -2.45  0.00
C 5.56 4.06 -1.36  0.00
C 6.28 4.59 -0.30  0.00
C 7.13 5.81 -0.46  0.00
C 6.16 3.97 0.94  0.00
C 5.40 2.82 1.11  0.00
C 5.30 2.22 2.49  0.00
C 6.12 -0.89 0.85  0.00
C 6.97 0.03 -0.01  0.00
C 6.78 -1.97 1.41  0.00
H 6.22 -4.71 3.38  0.00
H 7.66 -3.69 3.51  0.00
H 7.39 -4.63 2.05  0.00
H 4.26 -3.41 3.11  0.00
H 2.33 -2.26 3.01  0.00
H 2.01 -1.76 1.35  0.00
H 2.32 -0.54 2.61  0.00
H 5.20 -0.35 -2.12  0.00
H 5.88 -2.17 -3.63  0.00
H 4.30 -3.99 -4.19  0.00
H 2.04 -3.99 -3.17  0.00
H 1.37 -2.19 -1.63  0.00
H 2.96 2.28 -2.20  0.00
H 4.39 1.52 -2.85  0.00
H 4.06 3.21 -3.23  0.00
H 5.61 4.56 -2.33  0.00
H 7.03 6.24 -1.46  0.00
H 8.18 5.57 -0.31  0.00
H 6.86 6.58 0.27  0.00
H 6.68 4.38 1.80  0.00
H 5.71 2.89 3.23  0.00
H 5.83 1.27 2.56  0.00
H 4.26 2.03 2.77  0.00
H 6.40 0.61 -0.73  0.00
H 7.70 -0.56 -0.56  0.00
H 7.51 0.75 0.61  0.00
H 7.83 -2.11 1.19  0.00



Entry 3:
This record from the Open Molecules 2025 dataset describes C39H54BrKN9O6PS2 as an isolated structure in a non-equilibrium geometry. The level of theory is ωB97M-V/def2-TZVPD.

- HOMO level: -0.0876 Ha
- LUMO energy: 3.5197 eV
- Net charge: -2
- Energy relative to the best compared isomer or geometry (same formula, charge and spin): 150.7 kJ/mol

Last column: Löwdin charge in e.
Cartesian coordinates (Å):
K 0.08 -2.70 0.15  0.80
C 2.64 3.28 -2.23  -0.06
C 2.29 2.17 -1.44  -0.12
N 1.49 1.22 -1.85  0.16
C 1.00 1.27 -3.09  -0.13
C 1.27 2.34 -3.97  -0.16
C 2.10 3.37 -3.49  -0.04
C 0.73 2.35 -5.29  -0.05
C -0.05 1.34 -5.73  -0.04
C -0.35 0.23 -4.88  -0.17
C -1.12 -0.86 -5.32  -0.03
C -1.35 -1.91 -4.47  -0.04
C -0.82 -1.85 -3.17  -0.12
N -0.09 -0.85 -2.74  0.15
C 0.16 0.17 -3.56  -0.15
H 3.31 4.03 -1.85  0.09
H 2.68 2.07 -0.43  0.09
H 2.30 4.23 -4.13  0.11
H 0.97 3.19 -5.94  0.10
H -0.46 1.35 -6.73  0.11
H -1.53 -0.84 -6.33  0.11
H -1.95 -2.76 -4.78  0.10
H -1.02 -2.64 -2.46  0.10
C -2.50 1.31 4.20  -0.05
N -1.60 2.41 3.97  -0.12
C -1.31 3.36 5.00  -0.17
C -0.28 4.26 4.31  -0.17
N 0.33 3.36 3.36  -0.10
C 1.24 3.95 2.40  -0.06
C -0.55 2.31 3.05  -0.35
N -0.52 1.36 2.22  0.12
C 0.31 1.17 1.05  -0.22
C 1.49 0.20 1.21  -0.22
N 2.70 0.80 1.75  0.10
C 3.13 0.68 2.94  -0.35
N 2.58 0.18 4.11  -0.09
C 1.47 -0.73 4.20  -0.04
C 3.58 0.12 5.15  -0.16
C 4.62 1.14 4.70  -0.16
N 4.41 1.16 3.28  -0.13
C 5.14 2.05 2.43  -0.07
H -3.53 1.66 4.22  0.08
H -2.27 0.81 5.16  0.08
H -2.38 0.60 3.39  0.08
H -0.90 2.88 5.90  0.11
H -2.21 3.91 5.29  0.11
H 0.46 4.65 5.01  0.11
H -0.78 5.10 3.81  0.12
H 1.95 4.58 2.94  0.08
H 0.73 4.57 1.66  0.09
H 1.81 3.16 1.90  0.05
H 0.66 2.11 0.63  0.08
H -0.35 0.71 0.31  0.05
H 1.75 -0.13 0.21  0.08
H 1.16 -0.67 1.78  0.08
H 1.73 -1.76 3.90  0.10
H 0.65 -0.39 3.57  0.06
H 1.13 -0.75 5.24  0.08
H 4.03 -0.88 5.24  0.12
H 3.14 0.37 6.12  0.11
H 5.64 0.82 4.94  0.11
H 4.46 2.12 5.16  0.11
H 6.17 1.71 2.30  0.08
H 5.15 3.08 2.82  0.08
H 4.65 2.04 1.46  0.07
N -1.60 -2.82 2.29  -0.05
C -1.57 -4.30 2.29  -0.21
C -2.01 -4.86 0.89  -0.72
O -2.82 -5.80 0.92  -0.06
O -1.48 -4.30 -0.11  -0.23
H -1.65 -2.47 3.23  0.06
H -2.45 -2.52 1.82  0.07
H -2.23 -4.75 3.04  0.09
H -0.55 -4.63 2.49  0.10
C -5.33 -2.76 -1.76  -0.05
C -5.48 -1.33 -2.24  -0.52
C -6.62 -1.18 -3.24  -0.06
O -5.76 -0.48 -1.13  -0.35
P -4.70 0.66 -0.69  -0.20
S -5.49 1.55 0.88  0.10
S -2.87 -0.09 -0.70  0.29
O -4.91 1.62 -2.03  -0.34
C -4.05 2.68 -2.49  -0.48
C -3.34 3.45 -1.38  -0.09
C -3.05 2.12 -3.50  -0.07
H -5.21 -3.43 -2.61  0.08
H -6.22 -3.06 -1.20  0.08
H -4.46 -2.86 -1.11  0.07
H -4.54 -1.01 -2.71  0.09
H -7.55 -1.51 -2.78  0.08
H -6.42 -1.79 -4.13  0.07
H -6.72 -0.14 -3.54  0.07
H -4.74 3.36 -3.00  0.13
H -2.62 2.82 -0.88  0.05
H -4.06 3.80 -0.65  0.05
H -2.81 4.31 -1.82  0.07
H -2.40 1.41 -3.00  0.03
H -2.45 2.93 -3.92  0.07
H -3.58 1.61 -4.31  0.08
Br 7.15 -6.20 -3.57  0.65
C 5.75 -5.38 -2.54  -0.70
C 5.65 -5.70 -1.19  -0.14
C 4.65 -5.08 -0.45  -0.02
C 3.79 -4.17 -1.03  -0.11
C 3.91 -3.88 -2.39  -0.01
C 4.90 -4.49 -3.16  -0.14
C 2.73 -3.43 -0.19  -0.69
O 2.59 -3.80 0.99  -0.05
O 2.12 -2.52 -0.79  -0.20
H 6.34 -6.40 -0.74  0.09
H 4.52 -5.29 0.61  0.11
H 3.22 -3.17 -2.81  0.12
H 5.00 -4.28 -4.21  0.09



Entry 4:
This record from the Open Molecules 2025 dataset describes C39H54FeN6O as an isolated structure in a non-equilibrium geometry. The level of theory is ωB97M-V/def2-TZVPD.

- HOMO level (spin up / spin down): -0.0864 / -0.0806 Ha
- LUMO energy (spin up / spin down): 2.4840 / 2.4914 eV
- Net charge: -1
- Multiplicity: 2
- Energy relative to the best compared isomer or geometry (same formula, charge and spin): 3.9 kJ/mol
- <S²>: 0.989

Last column: Löwdin spin population.
Cartesian coordinates (Å):
Fe -0.28 0.06 0.01  1.35
C -3.55 2.75 4.50  0.00
C -4.12 2.64 3.08  0.00
C -3.05 2.47 2.05  0.01
C -2.46 3.41 1.30  0.00
C -2.77 4.88 1.24  0.00
C -3.68 5.22 0.06  0.00
C -1.43 2.75 0.48  0.00
C -0.59 3.39 -0.35  -0.02
C 0.42 2.77 -1.15  -0.01
C 1.25 3.44 -2.07  -0.01
C 1.19 4.90 -2.40  0.00
C 0.07 5.25 -3.38  0.00
C 2.05 2.45 -2.65  -0.01
C 1.67 1.23 -2.06  -0.01
C 2.28 -0.02 -2.37  -0.01
C 1.92 -1.25 -1.98  0.00
N 0.71 -1.59 -1.32  -0.08
C 0.88 -2.87 -0.74  0.02
C 0.11 -3.39 0.23  -0.02
C -0.89 -2.76 1.03  0.00
N -1.18 -1.41 1.04  -0.01
C -2.14 -1.25 1.99  -0.02
C -2.74 0.01 2.30  0.00
C -2.42 1.19 1.72  -0.01
N -1.44 1.39 0.75  -0.01
C -2.48 -2.48 2.59  -0.01
C -1.68 -3.44 1.97  -0.03
C -1.68 -4.92 2.22  0.00
C -2.48 -5.71 1.17  0.00
C -3.55 -2.69 3.62  0.00
C -4.95 -2.80 3.03  0.00
C 2.11 -3.43 -1.30  0.00
C 2.73 -2.47 -2.03  0.01
C 4.07 -2.54 -2.69  0.00
C 5.20 -1.99 -1.82  0.00
C 2.58 -4.82 -1.01  0.00
C 1.87 -5.86 -1.87  0.00
N 0.68 1.43 -1.12  -0.01
C 3.06 2.63 -3.74  0.00
C 2.53 2.24 -5.12  0.00
H -4.34 2.86 5.24  0.00
H -2.88 3.60 4.58  0.00
H -2.96 1.86 4.74  0.00
H -4.71 3.54 2.86  0.00
H -4.81 1.80 3.03  0.00
H -1.83 5.44 1.16  0.00
H -3.23 5.19 2.18  0.00
H -3.22 4.93 -0.88  0.00
H -3.89 6.30 0.03  0.00
H -4.63 4.69 0.14  0.00
H -0.69 4.47 -0.44  0.00
H 2.15 5.22 -2.82  0.00
H 1.06 5.48 -1.48  0.00
H 0.20 4.71 -4.32  0.00
H 0.05 6.32 -3.61  0.00
H -0.90 4.97 -2.97  0.00
H 3.20 0.04 -2.95  0.00
H 0.31 -4.43 0.48  0.00
H -3.51 0.01 3.06  0.00
H -2.09 -5.13 3.21  0.00
H -0.65 -5.30 2.24  0.00
H -3.53 -5.39 1.18  0.00
H -2.45 -6.78 1.36  0.00
H -2.09 -5.52 0.17  0.00
H -3.53 -1.86 4.34  0.00
H -3.33 -3.59 4.20  0.00
H -5.20 -1.91 2.46  0.00
H -5.71 -2.94 3.81  0.00
H -5.01 -3.65 2.34  0.00
H 4.03 -1.99 -3.64  0.00
H 4.29 -3.58 -2.96  0.00
H 5.00 -0.95 -1.54  0.00
H 6.16 -2.02 -2.34  0.00
H 5.29 -2.57 -0.91  0.00
H 2.40 -5.04 0.05  0.00
H 3.66 -4.88 -1.15  0.00
H 0.79 -5.83 -1.71  0.00
H 2.22 -6.87 -1.65  0.00
H 2.05 -5.67 -2.93  0.00
H 3.96 2.03 -3.52  0.00
H 3.40 3.67 -3.76  0.00
H 2.22 1.19 -5.14  0.00
H 3.29 2.39 -5.90  0.00
H 1.66 2.84 -5.38  0.00
N 1.02 2.56 2.75  0.00
H 1.14 2.77 1.76  0.00
H 1.02 1.54 2.77  0.00
H 0.06 2.82 2.94  0.00
C 3.65 0.69 0.91  0.00
C 2.69 -0.43 1.18  0.01
N 3.19 -1.69 1.28  0.00
O 1.50 -0.21 1.33  0.02
H 4.69 0.37 0.81  0.00
H 3.56 1.41 1.73  0.00
H 3.32 1.20 0.00  0.00
H 4.09 -1.88 0.88  0.00
H 2.49 -2.42 1.23  0.00
C -0.55 -0.99 -1.59  -0.12
H -0.54 -0.43 -2.52  -0.01
H -1.34 -1.74 -1.53  -0.01